i) DFT (the ωB97M-V functional and the def2-TZVPD basis) results for a 2-piece molecular cluster, C10H16 overall.

Summary:
SMILES string ... Cc1ccccc1.CCC
Net charge ... 0
Spin multiplicity ... 1
HOMO-LUMO gap ... 10.059 eV
Highest occupied orbital energy ... -9.09 eV

Geometry as XYZ:
```
26
Properties=species:S:1:pos:R:3:lowdin_charge:R:1
C -0.53264 -2.02975 1.58067 -0.06
C 0.15439 -1.74935 0.27986 -0.29
C 1.53535 -1.67042 0.14571 -0.06
C 2.15964 -1.42656 -1.06115 -0.09
C 1.39610 -1.27854 -2.21365 -0.09
C 0.02316 -1.28549 -2.07130 -0.11
C -0.61500 -1.51410 -0.85797 -0.08
H -0.54517 -1.21167 2.30406 0.07
H -0.04783 -2.86841 2.08855 0.08
H -1.56053 -2.36479 1.44792 0.08
H 2.07319 -1.78510 1.08169 0.11
H 3.24186 -1.45333 -1.01992 0.10
H 1.93844 -1.17426 -3.14061 0.10
H -0.60100 -1.17131 -2.95102 0.10
H -1.68630 -1.40303 -0.92353 0.11
C -1.80918 2.66579 0.19080 -0.12
C -0.74467 1.57560 0.41777 -0.30
C 0.59892 2.19910 0.81728 -0.11
H -1.35759 3.42650 -0.44690 0.07
H -2.15332 3.15193 1.10115 0.07
H -2.62808 2.21977 -0.37156 0.06
H -1.08308 0.93317 1.20376 0.08
H -0.62284 1.06616 -0.53185 0.08
H 0.42318 3.16179 1.25308 0.05
H 1.09893 1.68649 1.64704 0.06
H 1.34408 2.29978 0.03012 0.07
```

---

ii) DFT (the ωB97M-V functional and the def2-TZVPD basis) results for a 2-piece molecular cluster, C10H16 overall.

Summary:
SMILES string ... Cc1ccccc1.CCC
Net charge ... 0
Spin multiplicity ... 1
HOMO-LUMO gap ... 9.883 eV
Highest occupied orbital energy ... -8.90 eV

Geometry as XYZ:
```
26
Properties=species:S:1:pos:R:3:lowdin_charge:R:1
C 1.03625 -2.66974 -2.65420 -0.07
C 1.47073 -2.05132 -1.35359 -0.27
C 0.93166 -0.80989 -0.85795 -0.02
C 1.32626 -0.25819 0.39946 -0.06
C 2.13381 -1.09619 1.17609 -0.10
C 2.60975 -2.30976 0.69056 -0.13
C 2.38752 -2.71592 -0.54597 -0.10
H 1.35596 -2.18015 -3.57949 0.08
H -0.05068 -2.90962 -2.50874 0.10
H 1.23057 -3.69158 -2.86757 0.05
H 0.36570 -0.24856 -1.59917 0.10
H 1.13544 0.73418 0.62657 0.07
H 2.22943 -0.89638 2.23836 0.10
H 3.31465 -2.96589 1.27252 0.13
H 2.64123 -3.70722 -1.01231 0.13
C -1.94514 2.70251 2.22212 -0.11
C -2.66786 2.92880 0.88833 -0.30
C -2.13275 2.08049 -0.24673 -0.14
H -2.35991 3.31527 3.02616 0.07
H -0.99427 3.11778 2.12145 0.04
H -1.84884 1.72221 2.62059 0.06
H -3.73224 2.64233 0.92729 0.10
H -2.58516 3.98579 0.67407 0.09
H -1.95249 1.06621 0.09395 0.06
H -2.70840 1.85106 -1.16223 0.08
H -1.19122 2.36379 -0.58957 0.04
```

---

i) is favored, and the nearest alternative lies 27.0 kcal/mol above it.

---

i) DFT (the ωB97M-V functional and the def2-TZVPD basis) results for a 2-piece molecular cluster, C2H9NS2 overall.

Summary:
SMILES string ... CSS.CN
Net charge ... 0
Spin multiplicity ... 1
HOMO-LUMO gap ... 9.528 eV
Highest occupied orbital energy ... -9.03 eV

Geometry as XYZ:
```
14
Properties=species:S:1:pos:R:3:lowdin_charge:R:1
C 0.68903 -1.51392 2.49092 -0.48
S 0.16604 -0.12962 1.41674 0.36
S 1.79550 -0.08540 0.13346 0.32
H 0.56059 -2.46798 1.99471 0.03
H 0.05415 -1.47621 3.38130 0.03
H 1.68691 -1.29731 2.85003 0.02
H 2.48101 0.89586 0.77426 -0.18
C -1.17363 0.32927 -2.08044 -0.21
N -0.71329 1.70233 -1.82066 -0.07
H -1.81348 -0.06261 -1.28467 0.05
H -0.32189 -0.32765 -2.23256 0.05
H -1.74486 0.38715 -3.00589 0.06
H -1.50626 2.30485 -1.63670 0.05
H -0.15983 1.74123 -0.98048 -0.01
```

---

ii) DFT (the ωB97M-V functional and the def2-TZVPD basis) results for a 2-piece molecular cluster, C2H9NS2 overall.

Summary:
SMILES string ... CNC.SS
Net charge ... 0
Spin multiplicity ... 1
HOMO-LUMO gap ... 9.017 eV
Highest occupied orbital energy ... -8.76 eV

Geometry as XYZ:
```
14
Properties=species:S:1:pos:R:3:lowdin_charge:R:1
C -0.94409 0.76789 0.23044 -0.17
N -1.62021 -0.48143 0.59632 -0.18
C -0.73996 -1.61589 0.30394 -0.15
H 0.11659 0.76722 0.48800 0.00
H -1.41932 1.65376 0.63545 0.08
H -0.85590 0.75650 -0.85586 0.07
H -1.77571 -0.48145 1.59884 0.09
H -1.35932 -2.50992 0.25423 0.07
H -0.40074 -1.47211 -0.72437 0.07
H 0.05540 -1.76429 1.02919 0.08
S 2.47592 0.66920 -1.85901 0.24
S 2.64114 1.57178 -0.00018 0.24
H 1.96283 -0.49349 -1.43553 -0.23
H 1.86336 2.63223 -0.26145 -0.19
```

---

i) is favored, and the nearest alternative lies 12.2 kcal/mol above it.

---

i) DFT (the ωB97M-V functional and the def2-TZVPD basis) results for a 2-piece molecular cluster, C5H12NO2 overall.

Summary:
Net charge ... +1
Spin multiplicity ... 1
HOMO-LUMO gap ... 10.180 eV
Highest occupied orbital energy ... -13.68 eV

Geometry as XYZ:
```
20
Properties=species:S:1:pos:R:3:lowdin_charge:R:1
O 1.33922 1.85270 -1.05418 0.09
C 1.53332 0.68654 -0.78624 -0.18
C 1.19903 0.11685 0.54782 -0.23
C -0.19387 -0.58378 0.60547 -0.16
C -0.14236 -1.78195 -0.30403 -0.18
C -0.78605 -1.80872 -1.46066 0.05
N 1.22189 1.27185 1.55767 0.24
H 2.20906 0.21522 -1.51326 0.15
H 1.99638 -0.59033 0.80959 0.16
H -0.96265 0.08486 0.14759 0.08
H -0.48768 -0.80223 1.64466 0.13
H 0.18442 -2.73710 0.10560 0.11
H -1.28568 -0.89001 -1.81699 0.07
H -0.82778 -2.52776 -2.24698 0.07
H 0.25169 1.48481 1.80338 0.17
H 1.58664 2.10354 1.07955 0.16
H 1.64141 0.86427 2.39182 0.18
H -2.90030 0.85930 0.25292 0.05
H -3.14096 1.08608 -1.21165 0.07
O -2.43574 1.09587 -0.55208 -0.06
```

---

ii) DFT (the ωB97M-V functional and the def2-TZVPD basis) results for a 2-piece molecular cluster, C5H12NO2 overall.

Summary:
Net charge ... +1
Spin multiplicity ... 1
HOMO-LUMO gap ... 10.671 eV
Highest occupied orbital energy ... -14.72 eV

Geometry as XYZ:
```
20
Properties=species:S:1:pos:R:3:lowdin_charge:R:1
C 1.99869 -0.69402 -0.62035 0.03
C 0.97996 0.21863 -1.24550 -0.36
C -0.03296 1.12317 2.43731 0.13
C -1.38564 -0.81892 1.94408 -0.05
C -0.62959 0.55223 -3.00651 0.03
N -0.14074 -0.04333 1.91713 -0.05
O 0.59329 -0.92194 -0.34300 -0.07
O 0.67861 0.10120 -2.45999 -0.05
H 2.24004 -1.53439 -1.29028 0.15
H 2.71161 -0.50179 0.10532 0.11
H 0.55117 1.10481 -0.76046 0.16
H -0.89215 1.58069 2.93605 0.12
H 0.84974 1.62464 2.43964 0.07
H -1.03378 -1.71569 2.50881 0.12
H -2.06624 -0.41065 2.72409 0.10
H -1.93774 -1.13304 1.05547 0.11
H -0.48836 1.16250 -3.94326 0.11
H -1.08971 1.20848 -2.15841 0.12
H -1.29233 -0.34495 -3.15634 0.11
H 0.38613 -0.55764 0.91620 0.12
```

---

iii) DFT (the ωB97M-V functional and the def2-TZVPD basis) results for an isolated ion of composition C5H12NO2 and charge +1.

Summary:
SMILES string ... CO[C@H](O)C1([NH3+])CC1
Net charge ... +1
Spin multiplicity ... 1
HOMO-LUMO gap ... 11.463 eV
Highest occupied orbital energy ... -14.56 eV

Geometry as XYZ:
```
20
Properties=species:S:1:pos:R:3:lowdin_charge:R:1
C -2.25823 0.45687 0.95288 -0.12
O -1.64828 -0.61994 0.36385 -0.19
C -0.46749 -0.35771 -0.78278 -0.28
O -0.24330 -1.50480 -1.39399 0.07
C 0.78737 -0.03131 -0.06270 -0.40
N 0.78108 -1.16014 0.88437 0.20
C 2.02194 0.56326 -0.63258 -0.05
C 1.29140 1.34672 0.44760 -0.01
H -2.33069 0.17790 2.02275 0.12
H -3.08264 0.88212 0.48842 0.08
H -1.51372 1.27450 0.98483 0.09
H -0.86007 0.45011 -1.43639 0.19
H -0.98980 -1.83581 -2.00812 0.20
H 1.11682 -1.05426 1.82420 0.16
H 1.28841 -2.08419 0.61982 0.22
H -0.34111 -1.34529 0.99567 0.19
H 1.99275 0.89060 -1.71821 0.15
H 3.01715 0.01553 -0.46820 0.15
H 1.74431 1.57185 1.48471 0.16
H 0.67387 2.06093 0.04967 0.07
```

---

iv) DFT (the ωB97M-V functional and the def2-TZVPD basis) results for an isolated ion of composition C5H12NO2 and charge +1.

Summary:
SMILES string ... CO[N+](=O)C(C)(C)C
Net charge ... +1
Spin multiplicity ... 1
HOMO-LUMO gap ... 9.900 eV
Highest occupied orbital energy ... -16.17 eV

Geometry as XYZ:
```
20
Properties=species:S:1:pos:R:3:lowdin_charge:R:1
C -2.53791 1.26241 0.86394 0.10
O -1.58295 0.27059 0.38624 0.05
N -0.40017 0.51531 0.59943 -0.14
O -0.01355 1.45691 1.37016 0.18
C 0.55912 -0.25245 -0.20606 -0.53
C 1.34315 -1.08671 0.83710 0.01
C -0.09523 -1.23371 -1.16065 -0.02
C 1.49750 0.63719 -1.00709 -0.01
H -3.43190 0.96878 0.32434 0.12
H -2.08797 2.20865 0.63542 0.11
H -2.55077 1.15174 1.97566 0.14
H 2.03642 -0.39822 1.24588 0.09
H 0.69060 -1.75911 1.32971 0.09
H 1.95883 -1.78796 0.26003 0.11
H -0.49732 -2.07950 -0.51678 0.12
H 0.62460 -1.69306 -1.84351 0.11
H -0.91717 -0.87053 -1.76456 0.09
H 0.92538 1.09879 -1.81175 0.10
H 1.98597 1.48350 -0.31181 0.14
H 2.49336 0.10737 -1.20569 0.14
```

---

i) is favored, and the nearest alternative lies 27.1 kcal/mol above it.